1.
DFT (ωB97M-V/def2-TZVPD) results for an isolated ion of composition C8H6NO5S and charge -1.

Orbital gap, eV: 7.05
Total charge: -1
Energy relative to the best compared isomer or geometry (same formula, charge and spin), kJ/mol: 353.1
Spin multiplicity: 1

```
21
Properties=species:S:1:pos:R:3:mulliken_charge:R:1
C 0.133 2.170 -2.083 -0.372
C -1.120 1.983 -1.489 -0.344
C 1.218 1.405 -1.580 -0.534
C -1.326 1.075 -0.537 -0.600
C 1.032 0.612 -0.464 -0.170
C -0.251 0.380 0.042 0.297
C -0.730 -2.076 0.579 0.248
C -0.607 -0.575 1.145 -0.006
N 0.209 -0.552 2.408 1.106
O 1.627 -2.298 1.694 -0.573
O -1.625 -2.462 -0.100 -0.547
O -0.259 -1.143 3.384 -0.651
O 1.200 0.195 2.398 -0.577
O 1.306 -3.061 -0.608 -0.624
S 0.866 -3.210 0.808 0.431
H 0.128 3.026 -2.782 0.299
H -1.812 2.655 -1.987 0.323
H 2.266 1.425 -1.933 0.296
H -2.355 1.018 -0.167 0.244
H 1.802 0.018 -0.162 0.511
H -1.703 -0.588 1.435 0.242
```

---

2.
DFT (ωB97M-V/def2-TZVPD) results for one molecule with the formula C5H11NO.

Orbital gap, eV: 10.23
Total charge: 0
SMILES string: CCN1C[C@H]1CO
Energy relative to the best compared isomer or geometry (same formula, charge and spin), kJ/mol: 206.1
Spin multiplicity: 1

```
18
Properties=species:S:1:pos:R:3:mulliken_charge:R:1
C -2.112 -0.074 -0.686 -1.132
C -1.424 -0.574 0.579 -0.400
N 0.033 -0.394 0.637 -0.382
C 0.585 0.831 1.192 -0.482
C 0.735 0.521 -0.247 0.249
C 2.031 -0.040 -0.805 -0.766
O 2.631 -0.923 0.107 -0.548
H -3.160 -0.394 -0.687 0.371
H -1.635 -0.496 -1.578 0.322
H -2.101 1.019 -0.774 0.292
H -1.868 -0.100 1.464 0.302
H -1.615 -1.649 0.676 0.294
H -0.115 1.624 1.461 0.330
H 1.425 0.700 1.871 0.221
H 0.149 1.126 -0.939 0.398
H 1.816 -0.539 -1.766 0.242
H 2.742 0.770 -1.006 0.315
H 1.885 -1.408 0.502 0.374
```

---

3.
DFT (ωB97M-V/def2-TZVPD) results for C14H15BrNO2ReS as an isolated structure.

Orbital gap (spin up / spin down), eV: 7.94 / 6.31
Total charge: +3
Spin multiplicity: 4

```
35
Properties=species:S:1:pos:R:3:lowdin_spin:R:1
Re 0.681 -0.165 0.440 2.355
C 2.831 -0.492 1.539 0.044
C 3.144 0.082 0.282 0.000
C 2.745 -0.538 -0.919 0.039
C 2.029 -1.740 -0.843 0.003
C 1.740 -2.342 0.423 0.055
C 2.147 -1.723 1.610 0.015
H 3.134 0.017 2.447 0.004
H 3.665 1.033 0.255 -0.001
H 2.931 -0.083 -1.884 0.002
H 1.673 -2.246 -1.730 0.001
H 1.194 -3.278 0.454 0.005
H 1.924 -2.176 2.571 0.002
Br -0.115 -0.129 -3.098 0.038
C -1.370 -0.802 -1.898 0.019
C -2.555 -1.349 -2.369 -0.002
C -3.533 -1.726 -1.463 0.025
C -3.334 -1.487 -0.103 0.002
C -2.140 -0.952 0.296 0.019
N -1.121 -0.662 -0.579 0.024
C -1.875 -0.486 1.678 0.019
O -2.543 -0.607 2.634 0.031
O -0.686 0.261 1.679 0.248
H -2.708 -1.452 -3.435 0.000
H -4.461 -2.160 -1.817 0.001
H -4.101 -1.685 0.637 0.000
C 0.190 2.914 -1.046 0.023
S 1.010 2.321 0.457 0.019
C -0.031 3.012 1.758 0.008
H -0.872 2.679 -1.018 0.000
H 0.678 2.469 -1.909 0.000
H 0.343 3.994 -1.062 0.003
H 0.174 4.084 1.724 0.000
H 0.291 2.611 2.716 0.000
H -1.080 2.803 1.573 0.000
```

---

Number 1: E_tot -1137.5119 hartree. Number 2: E_tot -327.0528 hartree. Number 3: E_tot -3797.0727 hartree.